[1]
{
  "formula": "C19H26ClN5O3S2",
  "method": "ωB97M-V with the def2-TZVPD basis set",
  "species": ["C", "C", "N", "C", "C", "N", "S", "O", "O", "C", "C", "C", "C", "Cl", "C", "C", "O", "N", "C", "N", "N", "C", "C", "C", "C", "C", "S", "C", "C", "C", "H", "H", "H", "H", "H", "H", "H", "H", "H", "H", "H", "H", "H", "H", "H", "H", "H", "H", "H", "H", "H", "H", "H", "H", "H", "H"],
  "xyz": [[1.452086, -2.945568, 3.794353], [0.176728, -3.336635, 3.055802], [-0.199782, -2.343461, 2.061500], [-1.585939, -2.486763, 1.647524], [-1.966834, -1.319891, 0.739506], [-1.101756, -1.245637, -0.418876], [-1.482691, -2.286658, -1.674560], [-0.777024, -3.538056, -1.621457], [-2.911122, -2.325811, -1.776802], [-0.810918, -1.321381, -3.029505], [0.193489, -1.825138, -3.834221], [0.741581, -1.027632, -4.822981], [0.285396, 0.274257, -4.979516], [1.000152, 1.290202, -6.165145], [-0.725353, 0.781779, -4.165708], [-1.225395, 2.178577, -4.340327], [-1.877312, 2.569244, -5.272865], [-0.922121, 3.035044, -3.298696], [-0.123577, 2.795539, -2.219317], [0.640280, 1.774578, -2.044885], [1.291336, 1.790003, -0.890321], [1.065698, 2.809052, -0.149746], [1.668794, 3.043509, 1.179592], [0.609599, 3.210863, 2.282342], [-0.254902, 1.957938, 2.390766], [1.292607, 3.512164, 3.612257], [-0.079265, 3.940987, -0.876369], [-1.283529, -0.037160, -3.192727], [0.301039, -1.244596, -0.062395], [0.656580, -2.389136, 0.885036], [1.599673, -3.607407, 4.643901], [1.367693, -1.924133, 4.155225], [2.325765, -3.018355, 3.152820], [-0.639095, -3.392560, 3.781350], [0.295581, -4.336594, 2.604424], [-2.222559, -2.477229, 2.535467], [-1.754501, -3.430551, 1.098708], [-2.986325, -1.436114, 0.371604], [-1.873101, -0.378935, 1.288940], [0.534721, -2.835044, -3.668808], [1.526765, -1.398120, -5.462685], [-1.323449, 3.962861, -3.378561], [2.314828, 2.193225, 1.404903], [2.284535, 3.946223, 1.136677], [-0.030973, 4.059656, 2.014248], [-0.768784, 1.762115, 1.451610], [-1.003542, 2.082509, 3.169506], [0.354530, 1.090505, 2.635002], [0.550311, 3.651823, 4.394008], [1.892064, 4.417066, 3.544167], [1.942120, 2.688395, 3.899356], [-2.076279, 0.313820, -2.551747], [0.877556, -1.318209, -0.984982], [0.523417, -0.284265, 0.409513], [1.695480, -2.275842, 1.196375], [0.545724, -3.345054, 0.346723]],
  "forces_ev_per_angstrom": [[-0.214, -0.155, -0.135], [0.132, 0.138, 0.145], [-0.083, -0.009, 0.029], [-0.102, 0.226, -0.040], [-0.551, -0.362, 0.329], [-0.364, -0.492, -0.808], [0.141, 0.512, -0.308], [0.222, 0.155, -0.050], [-0.155, 0.220, 0.077], [-0.152, -0.274, 0.429], [-0.006, -0.111, 0.084], [-0.073, 0.165, -0.002], [-0.310, -0.161, 0.319], [0.208, 0.135, -0.216], [-0.176, -0.572, -0.358], [0.021, -0.116, 0.051], [-0.062, -0.050, -0.114], [-0.449, 0.615, -0.254], [0.390, 0.546, 1.145], [-0.543, -0.072, -1.393], [0.906, -0.249, 1.244], [-0.332, 0.590, -0.188], [-0.138, 0.283, 0.314], [0.173, -0.204, 0.094], [0.021, 0.315, -0.074], [-0.178, 0.098, -0.230], [0.268, -0.802, -0.313], [-0.017, 0.114, -0.376], [0.643, -0.185, 0.149], [0.078, 0.130, -0.115], [0.096, -0.064, 0.084], [0.009, 0.113, 0.060], [0.134, 0.004, -0.017], [0.004, -0.063, -0.063], [-0.085, 0.018, 0.023], [-0.002, -0.042, -0.045], [-0.031, -0.008, 0.102], [-0.029, 0.100, 0.201], [-0.002, -0.035, -0.061], [0.098, -0.100, -0.027], [0.062, -0.019, -0.046], [0.037, -0.238, -0.114], [0.031, 0.004, -0.029], [0.087, -0.048, 0.037], [0.019, -0.011, 0.027], [-0.093, -0.098, -0.081], [-0.099, -0.046, 0.077], [0.067, -0.160, 0.035], [-0.034, 0.011, 0.131], [0.101, 0.092, 0.049], [0.095, -0.108, 0.063], [-0.066, 0.188, 0.108], [0.201, 0.128, 0.091], [0.008, -0.080, -0.104], [0.012, -0.008, -0.061], [0.088, 0.039, 0.127]],
  "e_above_lowest_kcal_mol": 0.0,
  "e_tot_ev": -67910.6149,
  "smiles": "CCN1CCN(S(=O)(=O)c2ccc(Cl)c(C(=O)Nc3nnc(CC(C)C)s3)c2)CC1"
}

=====

[2]
{
  "formula": "C7H9BO",
  "method": "ωB97M-V with the def2-TZVPD basis set",
  "species": ["B", "C", "C", "C", "C", "C", "C", "C", "O", "H", "H", "H", "H", "H", "H", "H", "H", "H"],
  "xyz": [[-3.093112, -1.147909, 1.254425], [2.647560, 0.826488, -1.040691], [2.256253, -0.448306, -0.666101], [1.726519, 1.860091, -1.039260], [0.949873, -0.694527, -0.282806], [0.416878, 1.627712, -0.659465], [0.033916, 0.349754, -0.270809], [-1.653740, -0.669995, 1.011424], [-1.293045, 0.148717, 0.068011], [-3.313608, -1.121353, 2.427712], [-3.905744, -0.654432, 0.550059], [3.668438, 1.008116, -1.340868], [2.966388, -1.261750, -0.683927], [2.026050, 2.852882, -1.339415], [0.637921, -1.695421, -0.021467], [-0.310791, 2.423097, -0.648637], [-2.925707, -2.333478, 1.063804], [-0.834050, -1.069686, 1.618009]],
  "forces_ev_per_angstrom": [[0.242, 0.546, -0.226], [0.097, -0.088, -0.003], [0.064, 0.076, -0.018], [-0.028, -0.015, -0.004], [-0.422, -0.008, 0.073], [-0.354, -0.220, 0.187], [1.206, 0.159, -0.177], [-0.463, -0.212, 0.078], [-0.572, -0.269, 0.195], [0.063, 0.022, 0.473], [-0.262, 0.164, -0.261], [0.067, 0.029, -0.029], [0.033, -0.049, 0.009], [0.001, 0.076, -0.004], [-0.034, -0.073, 0.006], [-0.116, 0.085, -0.015], [0.279, -0.375, -0.137], [0.200, 0.150, -0.145]],
  "e_tot_ev": -10126.4078
}

=====

[3]
{
  "formula": "C25H50NO3PSSiV",
  "method": "ωB97M-V with the def2-TZVPD basis set",
  "species": ["C", "C", "C", "C", "C", "C", "C", "C", "N", "V", "C", "P", "H", "H", "H", "H", "H", "H", "H", "H", "C", "C", "H", "C", "C", "H", "H", "H", "H", "H", "H", "H", "H", "H", "H", "H", "H", "H", "H", "C", "C", "C", "C", "O", "Si", "S", "O", "C", "C", "C", "C", "O", "C", "C", "C", "C", "H", "H", "H", "H", "H", "H", "H", "H", "H", "H", "H", "H", "H", "H", "H", "H", "H", "H", "H", "H", "H", "H", "H", "H", "H", "H", "H"],
  "xyz": [[-2.564829, 0.387102, -5.559624], [-2.347353, -0.868453, -4.982474], [-1.559558, -0.994259, -3.823998], [-1.045033, 0.162653, -3.232586], [-1.265460, 1.420974, -3.805030], [-2.036826, 1.532923, -4.964654], [-1.377749, -2.354143, -3.198478], [0.048117, -2.882587, -2.949754], [1.079630, -1.828865, -2.741953], [0.130233, -0.200198, -1.573484], [-0.636905, 2.638077, -3.174376], [0.948952, 2.159651, -2.412160], [-2.780737, -1.764289, -5.426154], [-2.199999, 2.524255, -5.398282], [-3.153249, 0.467437, -6.473316], [-1.265225, 3.085135, -2.384885], [-0.404693, 3.420335, -3.915245], [-1.930258, -2.406272, -2.241243], [-1.841953, -3.088555, -3.867769], [0.042477, -3.527748, -2.061781], [1.627382, 3.503532, -1.435839], [2.018183, 2.046220, -3.860708], [0.383651, -3.490466, -3.807312], [1.641448, -1.417675, -4.039942], [2.179571, -2.355674, -1.911963], [0.302236, 1.375287, -1.035502], [2.074412, -2.301881, -4.536584], [0.864272, -0.987049, -4.677244], [2.428333, -0.673926, -3.885140], [2.705478, -3.153512, -2.460553], [2.881371, -1.544838, -1.681350], [1.779696, -2.747096, -0.971298], [2.135381, 3.065303, -4.260769], [3.004464, 1.646178, -3.588892], [1.576117, 1.413861, -4.641319], [1.746293, 4.366467, -2.101820], [0.963269, 3.757331, -0.603280], [2.606829, 3.202737, -1.042707], [1.470336, 0.834281, -1.570455], [1.088416, 2.585422, 2.317057], [1.954645, 1.342159, 2.473951], [3.266778, 1.508714, 1.714704], [2.227367, 1.054423, 3.945735], [1.295168, 0.183598, 1.866897], [-0.270637, -0.322128, 1.949182], [-0.736798, -1.352725, 0.192118], [-0.456554, -1.265151, 3.285609], [0.195402, -2.473471, 3.778165], [1.412353, -2.819980, 2.933367], [0.592116, -2.195853, 5.223237], [-0.824023, -3.607067, 3.735672], [-1.307991, 0.945418, 2.142492], [-2.771450, 0.931647, 2.271474], [-3.392411, 0.665011, 0.906160], [-3.216342, -0.121901, 3.278415], [-3.157945, 2.320546, 2.761538], [1.677118, 3.473964, 2.597555], [0.209621, 2.548866, 2.970186], [0.762737, 2.709790, 1.275445], [3.824304, 2.366829, 2.117802], [3.893074, 0.614463, 1.824756], [3.088476, 1.685923, 0.645346], [1.290579, 0.929218, 4.504463], [2.847206, 0.153251, 4.058351], [2.778120, 1.900728, 4.384752], [2.159539, -2.016418, 2.960585], [1.876823, -3.729273, 3.344419], [1.127870, -3.015613, 1.893213], [-0.287690, -1.923058, 5.818310], [1.038972, -3.097514, 5.665922], [1.329537, -1.384410, 5.282082], [-1.713036, -3.352690, 4.327335], [-1.126825, -3.829612, 2.705754], [-0.377934, -4.513698, 4.169676], [-3.185797, -0.357180, 0.569074], [-4.481228, 0.799956, 0.979208], [-3.002682, 1.368601, 0.159561], [-2.718989, 0.029149, 4.245054], [-4.301372, -0.024114, 3.441272], [-3.029793, -1.141339, 2.922963], [-2.726400, 2.521145, 3.750049], [-2.826967, 3.093172, 2.058831], [-4.251682, 2.388964, 2.852219]],
  "forces_ev_per_angstrom": [[-0.080, -0.116, 0.120], [0.323, 0.130, 0.196], [-0.806, 0.517, -0.813], [0.621, 0.188, 0.473], [-0.486, -0.436, -0.595], [0.165, 0.159, -0.030], [-0.283, -0.572, 0.104], [0.380, 0.105, -0.195], [-0.116, -0.182, 0.308], [0.999, 0.974, -0.500], [0.009, 0.630, 0.133], [-1.057, -3.005, 1.316], [0.045, 0.190, -0.060], [-0.041, -0.352, -0.026], [0.103, 0.001, 0.228], [0.171, -0.190, -0.206], [-0.211, -0.117, 0.086], [0.216, 0.183, -0.372], [-0.110, 0.053, 0.199], [-0.026, 0.212, -0.215], [0.158, 0.186, 0.063], [0.564, 0.508, -0.599], [-0.127, -0.006, 0.182], [-0.053, -0.053, -0.009], [0.027, -0.092, -0.054], [-2.415, 2.110, 1.110], [-0.018, 0.200, -0.010], [0.115, -0.117, 0.133], [-0.123, -0.154, 0.033], [0.011, 0.056, 0.190], [-0.110, -0.187, -0.087], [0.063, 0.107, -0.180], [0.122, -0.253, -0.103], [-0.270, 0.152, -0.029], [-0.013, 0.155, 0.319], [0.057, -0.088, 0.192], [0.145, -0.079, -0.258], [-0.229, 0.150, -0.091], [2.649, -0.261, -1.481], [0.139, 0.517, 0.171], [-0.391, -0.605, -0.418], [0.221, 0.081, 0.023], [0.145, 0.117, 0.164], [0.121, 0.954, 0.218], [-0.299, -0.006, 0.135], [-0.124, -1.145, 0.538], [0.275, -0.443, 0.205], [-0.383, 0.640, -0.311], [0.352, -0.239, 0.146], [0.181, -0.031, 0.168], [-0.058, -0.177, 0.031], [-0.403, -0.205, 0.309], [0.692, -0.084, -0.172], [-0.259, -0.017, -0.099], [-0.377, -0.005, 0.230], [-0.145, 0.123, 0.140], [-0.098, -0.223, -0.066], [0.169, -0.034, -0.289], [-0.009, -0.178, 0.309], [-0.116, -0.197, -0.093], [-0.168, 0.138, -0.075], [-0.049, -0.127, 0.245], [0.194, -0.041, -0.165], [-0.218, 0.198, -0.038], [-0.149, -0.217, -0.068], [-0.233, -0.157, -0.061], [-0.089, 0.187, -0.149], [0.034, 0.096, 0.157], [0.153, -0.005, -0.153], [-0.087, 0.198, -0.079], [-0.217, -0.176, -0.040], [0.180, 0.011, -0.174], [0.036, 0.118, 0.159], [-0.116, 0.171, -0.121], [-0.061, 0.323, 0.056], [0.206, -0.030, -0.049], [-0.031, -0.161, 0.136], [-0.028, -0.117, -0.260], [0.253, 0.005, -0.074], [0.103, 0.233, 0.077], [-0.001, -0.030, -0.209], [0.030, -0.149, 0.104], [0.256, -0.016, -0.029]],
  "multiplicity": 4,
  "e_tot_ev": -88060.3840
}